Entry 1:
Formula: C12H30BrMnN2O4
Source: the OMol25 dataset
Level of theory: ωB97M-V with the def2-TZVPD basis set

Structure (XYZ):
```
50
C12H30BrMnN2O4, DFT ωB97M-V with the def2-TZVPD basis set
Mn -1.644 0.288 2.568
Br 0.023 1.400 1.120
C 0.357 1.259 4.879
O -0.878 0.644 4.477
C -1.499 -0.167 5.475
C -2.940 -0.405 5.068
N -3.164 -0.828 3.647
C -2.907 -2.279 3.343
C -1.435 -2.711 3.333
O -0.649 -1.626 2.842
C 0.743 -1.954 2.690
H 0.213 1.769 5.831
H 0.633 1.961 4.100
H 1.135 0.498 4.974
H -1.525 0.386 6.416
H -0.922 -1.084 5.620
H -3.452 0.555 5.159
H -3.431 -1.099 5.755
H -4.170 -0.752 3.533
H -3.307 -2.438 2.341
H -3.481 -2.901 4.033
H -1.347 -3.541 2.629
H -1.074 -3.019 4.316
H 1.180 -1.182 2.062
H 0.841 -2.920 2.195
H 1.234 -1.967 3.664
C 2.293 3.070 -7.072
O 2.239 2.369 -5.853
C 1.745 3.175 -4.798
C 1.658 2.298 -3.575
N 0.625 1.284 -3.746
C 0.625 0.310 -2.658
C 1.624 -0.817 -2.831
O 1.380 -1.654 -3.942
C 0.126 -2.293 -3.952
H 3.076 3.839 -7.057
H 1.336 3.549 -7.315
H 2.530 2.358 -7.861
H 0.743 3.542 -5.052
H 2.421 4.022 -4.622
H 1.413 2.912 -2.701
H 2.652 1.869 -3.361
H 0.880 0.777 -4.592
H -0.392 -0.081 -2.560
H 0.822 0.837 -1.721
H 1.658 -1.426 -1.909
H 2.620 -0.403 -2.997
H 0.161 -3.028 -4.751
H -0.702 -1.605 -4.155
H -0.066 -2.787 -2.989
```

Output
Net charge   +1
Relative energy (zero: lowest compared OMol25 entry of this formula, charge and spin)   0.0 kJ/mol
Multiplicity   6
Highest occupied orbital energy (spin up / spin down)   -10.20 / -10.20 eV
Orbital gap (spin up / spin down)   7.0 / 6.4 eV

And the natural (NBO) charges, in e, turn out to be:
1. Mn 1.475
2. Br -0.669
3. C -0.253
4. O -0.627
5. C -0.084
6. C -0.264
7. N -0.723
8. C -0.260
9. C -0.080
10. O -0.626
11. C -0.259
12. H 0.198
13. H 0.238
14. H 0.191
15. H 0.219
16. H 0.191
17. H 0.225
18. H 0.224
19. H 0.414
20. H 0.224
21. H 0.221
22. H 0.214
23. H 0.190
24. H 0.238
25. H 0.200
26. H 0.187
27. C -0.246
28. O -0.548
29. C -0.069
30. C -0.234
31. N -0.626
32. C -0.257
33. C -0.079
34. O -0.536
35. C -0.252
36. H 0.166
37. H 0.166
38. H 0.195
39. H 0.174
40. H 0.170
41. H 0.189
42. H 0.168
43. H 0.367
44. H 0.188
45. H 0.200
46. H 0.150
47. H 0.195
48. H 0.201
49. H 0.168
50. H 0.152

Entry 2:
Formula: C13H25Cl2INOP2Y
Source: the OMol25 dataset
Level of theory: ωB97M-V with the def2-TZVPD basis set

Structure (XYZ):
```
46
C13H25Cl2INOP2Y, DFT ωB97M-V with the def2-TZVPD basis set
C 2.031 0.657 -2.887
C 1.800 0.363 -1.481
H 3.113 0.694 -3.134
H 1.514 1.604 -3.135
H 1.509 -0.121 -3.480
O 2.444 0.272 -0.493
I -3.705 -0.128 0.639
Y -0.984 0.092 -0.278
P -0.528 -2.439 -1.277
C -0.203 -3.550 0.131
C -2.199 -2.926 -1.832
H -2.144 -3.885 -2.358
H 0.473 -4.055 -2.811
H -2.604 -2.153 -2.499
H 0.338 -2.404 -3.515
H -0.894 -3.315 0.953
H -2.866 -2.993 -0.965
C 0.581 -2.980 -2.612
H -0.319 -4.602 -0.155
H 1.616 -2.755 -2.325
H 0.809 -3.376 0.514
P -0.497 2.816 -0.137
C -0.118 3.246 1.594
C 0.620 3.848 -1.135
H -2.577 3.103 -1.354
H -2.085 4.612 -0.513
H -2.826 3.240 0.391
C -2.157 3.522 -0.429
H 0.371 3.697 -2.194
H 0.523 4.910 -0.872
H -0.163 4.329 1.764
H 0.884 2.873 1.848
H 1.651 3.514 -0.966
H -0.824 2.742 2.264
Cl -1.442 0.629 -2.669
Cl 3.393 -2.167 3.505
C 1.914 -1.361 3.237
C 1.088 -1.050 4.318
C -0.131 -0.435 4.071
C -0.500 -0.158 2.756
N 0.299 -0.477 1.702
C 1.508 -1.046 1.945
H 1.384 -1.298 5.325
H -0.804 -0.173 4.880
H -1.471 0.329 2.563
H 2.178 -1.246 1.105
```

Output
Net charge   +2
Highest occupied orbital energy (spin up / spin down)   -14.63 / -14.63 eV
Orbital gap (spin up / spin down)   4.0 / 4.0 eV

And the natural (NBO) charges, in e, turn out to be:
1. C -0.785
2. C 0.887
3. H 0.343
4. H 0.345
5. H 0.335
6. O -0.247
7. I -0.296
8. Y 1.123
9. P 0.780
10. C -0.932
11. C -0.923
12. H 0.265
13. H 0.274
14. H 0.276
15. H 0.256
16. H 0.262
17. H 0.274
18. C -0.929
19. H 0.269
20. H 0.231
21. H 0.242
22. P 0.765
23. C -0.932
24. C -0.926
25. H 0.275
26. H 0.264
27. H 0.271
28. C -0.923
29. H 0.254
30. H 0.274
31. H 0.268
32. H 0.247
33. H 0.231
34. H 0.252
35. Cl -0.512
36. Cl 0.106
37. C -0.069
38. C -0.125
39. C -0.207
40. C 0.033
41. N -0.604
42. C 0.020
43. H 0.266
44. H 0.263
45. H 0.245
46. H 0.215

Entry 3:
Formula: C7H13BFFeO5P
Source: the OMol25 dataset
Level of theory: ωB97M-V with the def2-TZVPD basis set

Structure (XYZ):
```
29
C7H13BFFeO5P, DFT ωB97M-V with the def2-TZVPD basis set
C 0.689 1.249 2.755
C -0.584 1.257 1.850
P -0.987 -0.445 1.271
C -2.701 -0.623 0.716
C 0.236 -0.804 -0.078
O 1.591 -0.430 0.254
C 0.243 -2.356 -0.293
F 0.555 -2.989 0.840
O 1.218 -2.483 -1.283
C 0.912 -1.529 -2.216
O 1.257 -1.536 -3.327
C -0.015 -0.435 -1.540
B 0.306 1.002 -2.114
O 1.296 1.874 -1.435
O -0.292 1.437 -3.183
H 0.789 2.161 3.326
H 0.666 0.420 3.447
H 1.638 1.052 2.197
H -0.487 1.910 0.976
H -1.391 1.642 2.456
H -2.954 0.293 0.191
H -2.768 -1.496 0.084
H -3.305 -0.752 1.602
H 1.889 -0.950 1.023
H -0.677 -2.702 -0.753
H -1.012 -0.719 -1.849
H 2.125 1.859 -1.952
H -0.083 2.343 -3.462
Fe 1.847 1.750 0.497
```

Output
Net charge   +3
Multiplicity   6
Highest occupied orbital energy (spin up / spin down)   -20.98 / -21.00 eV
Orbital gap (spin up / spin down)   7.7 / 6.1 eV

And the natural (NBO) charges, in e, turn out to be:
1. C -0.589
2. C -0.783
3. P 1.406
4. C -0.947
5. C -0.093
6. O -0.785
7. C 0.445
8. F -0.284
9. O -0.443
10. C 0.794
11. O -0.391
12. C -0.751
13. B 1.153
14. O -1.027
15. O -0.776
16. H 0.308
17. H 0.310
18. H 0.066
19. H 0.221
20. H 0.338
21. H 0.304
22. H 0.302
23. H 0.328
24. H 0.542
25. H 0.189
26. H 0.319
27. H 0.563
28. H 0.548
29. Fe 1.734

Entry 4:
Formula: C19H26N4O4
Source: the OMol25 dataset
Level of theory: ωB97M-V with the def2-TZVPD basis set

Structure (XYZ):
```
53
C19H26N4O4, DFT ωB97M-V with the def2-TZVPD basis set
C -4.254 -1.748 -0.833
C -3.241 -2.119 0.243
H -3.735 -2.693 1.029
C -2.626 -0.876 0.895
N -1.923 -0.028 -0.056
C -0.648 -0.317 -0.475
C 0.018 0.543 -1.323
C -0.631 1.688 -1.890
O -0.173 2.464 -2.704
N -1.932 1.864 -1.407
C -2.585 1.124 -0.467
O -3.670 1.436 -0.033
H -2.421 2.690 -1.733
N 1.390 0.323 -1.614
C 2.348 0.460 -0.657
O 3.514 0.167 -0.854
C 1.837 0.966 0.652
C 1.997 0.188 1.789
C 1.487 0.615 3.008
C 0.822 1.832 3.066
C 0.681 2.637 1.943
C 1.199 2.197 0.735
H 1.112 2.815 -0.147
C -0.057 3.939 2.025
H -1.130 3.762 1.937
H 0.125 4.430 2.978
H 0.242 4.604 1.219
H 0.411 2.165 4.009
C 1.665 -0.215 4.244
H 1.810 -1.263 3.992
H 0.804 -0.122 4.902
H 2.544 0.124 4.793
H 2.516 -0.756 1.716
C 1.750 -0.123 -2.942
C 1.276 -1.566 -3.181
H 1.676 -1.924 -4.139
H 0.182 -1.594 -3.222
O 1.620 -2.456 -2.141
C 3.003 -2.755 -2.053
H 3.090 -3.565 -1.331
H 3.386 -3.091 -3.022
H 3.582 -1.894 -1.708
H 1.293 0.537 -3.683
H 2.837 -0.055 -3.016
N -0.024 -1.418 0.008
H -0.562 -2.117 0.486
H 0.759 -1.759 -0.544
H -1.948 -1.141 1.711
H -3.430 -0.258 1.302
H -2.468 -2.753 -0.199
H -3.766 -1.244 -1.664
H -4.743 -2.641 -1.215
H -5.010 -1.080 -0.430
```

Output
Net charge   0
Structure (SMILES)   CCCn1c(N)c(N(CCOC)C(=O)c2cc(C)cc(C)c2)c(=O)[nH]c1=O
Relative energy (zero: lowest compared OMol25 entry of this formula, charge and spin)   134.3 kJ/mol
Highest occupied orbital energy   -8.22 eV
Orbital gap   8.7 eV

And the natural (NBO) charges, in e, turn out to be:
1. C -0.610
2. C -0.405
3. H 0.213
4. C -0.235
5. N -0.445
6. C 0.481
7. C -0.155
8. C 0.650
9. O -0.621
10. N -0.638
11. C 0.802
12. O -0.628
13. H 0.431
14. N -0.442
15. C 0.689
16. O -0.625
17. C -0.122
18. C -0.190
19. C -0.013
20. C -0.210
21. C -0.026
22. C -0.160
23. H 0.215
24. C -0.628
25. H 0.222
26. H 0.217
27. H 0.219
28. H 0.204
29. C -0.625
30. H 0.213
31. H 0.215
32. H 0.223
33. H 0.215
34. C -0.257
35. C -0.073
36. H 0.179
37. H 0.189
38. O -0.565
39. C -0.271
40. H 0.190
41. H 0.168
42. H 0.212
43. H 0.229
44. H 0.238
45. N -0.801
46. H 0.398
47. H 0.442
48. H 0.204
49. H 0.258
50. H 0.190
51. H 0.204
52. H 0.215
53. H 0.220

Entry 5:
Formula: C23H23N5O4S
Source: the OMol25 dataset
Level of theory: ωB97M-V with the def2-TZVPD basis set

Structure (XYZ):
```
56
C23H23N5O4S, DFT ωB97M-V with the def2-TZVPD basis set
C -0.289 -2.324 -6.520
H -0.088 -3.003 -5.686
O -1.456 -1.556 -6.316
C -1.419 -0.729 -5.189
C -1.626 -1.495 -3.857
N -0.510 -1.349 -2.943
C -0.354 -0.202 -2.222
N 0.615 0.038 -1.396
C 1.541 -0.943 -1.249
C 1.460 -2.150 -1.938
N 2.509 -2.951 -1.578
C 3.270 -2.285 -0.659
C 4.424 -2.689 0.002
C 4.991 -1.808 0.898
C 4.435 -0.547 1.138
C 3.296 -0.133 0.488
C 2.699 -1.007 -0.420
H 2.869 0.842 0.670
H 4.914 0.109 1.849
H 5.886 -2.095 1.428
H 4.857 -3.661 -0.181
H 2.666 -3.879 -1.934
C 0.396 -2.429 -2.849
O 0.231 -3.448 -3.495
S -1.583 1.036 -2.436
C -0.865 2.450 -1.535
H 0.213 2.414 -1.686
H -1.297 3.329 -2.013
C -1.227 2.470 -0.049
O -2.034 3.259 0.391
N -0.536 1.547 0.655
C -0.594 1.263 2.022
C -1.380 1.989 2.904
C -1.392 1.669 4.260
C -0.611 0.620 4.734
C 0.168 -0.099 3.844
C 0.184 0.208 2.498
H 0.794 -0.363 1.813
H 0.773 -0.915 4.210
H -0.619 0.377 5.782
N -2.210 2.444 5.085
C -2.404 2.361 6.434
O -1.863 1.560 7.160
C -3.389 3.400 6.932
H -4.355 3.263 6.451
H -3.507 3.294 8.006
H -3.025 4.401 6.709
H -2.725 3.163 4.594
H -1.982 2.802 2.531
H 0.083 0.945 0.104
H -1.716 -2.562 -4.077
H -2.536 -1.158 -3.358
H -2.227 -0.009 -5.330
H -0.465 -0.180 -5.146
H -0.463 -2.905 -7.423
H 0.583 -1.673 -6.667
```

Output
Net charge   0
Structure (SMILES)   COCCn1c(SCC(=O)Nc2cccc(NC(C)=O)c2)nc2c([nH]c3ccccc32)c1=O
Relative energy (zero: lowest compared OMol25 entry of this formula, charge and spin)   0.0 kJ/mol
Highest occupied orbital energy   -8.20 eV
Orbital gap   8.3 eV

And the natural (NBO) charges, in e, turn out to be:
1. C -0.269
2. H 0.197
3. O -0.528
4. C -0.072
5. C -0.283
6. N -0.421
7. C 0.326
8. N -0.557
9. C 0.157
10. C -0.005
11. N -0.520
12. C 0.246
13. C -0.267
14. C -0.184
15. C -0.238
16. C -0.165
17. C -0.150
18. H 0.223
19. H 0.219
20. H 0.218
21. H 0.218
22. H 0.430
23. C 0.635
24. O -0.623
25. S 0.279
26. C -0.611
27. H 0.258
28. H 0.260
29. C 0.669
30. O -0.609
31. N -0.630
32. C 0.159
33. C -0.247
34. C 0.155
35. C -0.264
36. C -0.176
37. C -0.267
38. H 0.210
39. H 0.216
40. H 0.255
41. N -0.602
42. C 0.686
43. O -0.599
44. C -0.713
45. H 0.227
46. H 0.242
47. H 0.226
48. H 0.398
49. H 0.238
50. H 0.438
51. H 0.269
52. H 0.223
53. H 0.202
54. H 0.167
55. H 0.195
56. H 0.160

Entry 6:
Formula: CH4NO2S
Source: the OMol25 dataset
Level of theory: ωB97M-V with the def2-TZVPD basis set

Structure (XYZ):
```
9
CH4NO2S, DFT ωB97M-V with the def2-TZVPD basis set
S 0.736 1.831 1.410
H 0.640 1.821 2.745
N -0.508 -0.097 -1.289
C -0.245 -1.220 -0.466
O 0.179 -0.922 0.701
O -0.516 -2.330 -0.915
H -0.582 -0.282 -2.266
H -0.086 0.766 -1.009
H 0.383 0.434 1.089
```

Output
Net charge   -1
Relative energy (zero: lowest compared OMol25 entry of this formula, charge and spin)   48.1 kJ/mol
Highest occupied orbital energy   -4.71 eV
Orbital gap   8.5 eV

And the natural (NBO) charges, in e, turn out to be:
1. S -0.595
2. H 0.120
3. N -0.907
4. C 0.881
5. O -0.784
6. O -0.752
7. H 0.366
8. H 0.369
9. H 0.301